# 1
Below is an isolated molecule of C7H10 in a non-equilibrium geometry, with properties calculated with ωB97M-V/def2-TZVPD.

Positions of all 17 atoms, in Å:
C 1.251 -0.149 -0.135
C 0.330 0.860 -0.559
C -0.577 1.531 0.414
C 2.549 -0.363 0.391
C 0.158 -0.662 -1.016
C 1.767 -0.455 1.429
C -1.098 -1.384 -0.498
H -0.678 0.773 1.184
H -2.006 -0.953 -1.046
H 0.674 1.582 -1.402
H -1.198 -2.509 -0.650
H -1.211 -1.178 0.554
H 0.536 -0.884 -2.010
H 1.435 -0.507 2.466
H -0.036 2.553 0.637
H 3.550 -0.618 0.065
H -1.599 1.710 0.103

Summary:
- 2S+1 = 1
- structure (SMILES) = C[C@@H]1[C@H](C)C12C=C2
- HOMO-LUMO gap (eV) = 9.847
- energy above the lowest of the compared OMol25 structures with the same formula, charge and spin (eV) = 4.808
- total charge = 0

These are the Löwdin partial charges, in e, on atoms 1 to 6: number 1, C, carries -0.34; number 2, C, carries -0.29; number 3, C, carries -0.08; number 4, C, carries -0.06; number 5, C, carries -0.19; number 6, C, carries 0.11

---

# 2
Below is a cluster of 7 separate species, C20H27N7 in total in a non-equilibrium geometry, with properties calculated with ωB97M-V/def2-TZVPD.

Positions of all 54 atoms, in Å:
N 2.919 -0.459 -5.480
N 0.625 0.153 -0.247
N -5.835 -2.029 5.488
N 0.924 -5.315 -2.903
N 1.088 1.887 3.376
N 0.318 5.442 1.607
N 2.146 2.583 -1.595
C 1.483 -2.071 -4.890
C -0.328 -0.003 0.722
C 0.959 -1.075 -0.748
C 0.973 -0.829 -4.443
C 0.150 2.415 3.764
C 2.637 -1.798 -5.576
C -0.558 -1.338 0.881
C -5.807 -3.392 5.334
C 1.900 0.124 -4.750
C -1.032 3.151 4.253
C 1.896 -4.741 -2.695
C -4.828 -1.458 4.749
C -4.153 -2.452 4.118
C 3.725 4.629 -1.394
C 3.117 -4.000 -2.420
C -0.208 4.922 0.731
C -0.918 4.257 -0.372
C -4.765 -3.677 4.477
C 2.829 3.503 -1.520
C 0.229 -2.029 -0.056
H 0.946 1.046 -0.583
H -1.204 2.820 5.278
H -6.533 -1.509 5.984
H 1.039 -3.049 -4.802
H 3.322 -2.458 -6.088
H -1.891 2.937 3.626
H 3.674 -0.028 -5.971
H 1.617 -1.198 -1.592
H 3.324 5.514 -0.909
H -1.756 4.899 -0.638
H 3.255 -3.706 -1.377
H 3.998 -4.586 -2.673
H -3.298 -2.313 3.478
H -6.587 -4.005 5.748
H -1.232 -1.817 1.575
H -4.492 -4.659 4.126
H 4.567 4.254 -0.805
H -0.835 4.217 4.325
H -4.683 -0.392 4.799
H 0.334 -3.094 -0.176
H 1.935 1.191 -4.586
H 3.083 -3.040 -2.938
H 4.074 4.937 -2.379
H -0.653 0.897 1.218
H -1.362 3.325 -0.022
H 0.097 -0.625 -3.851
H -0.222 4.042 -1.177

Summary:
- 2S+1 = 1
- structure (SMILES) = c1cc[nH]c1.c1cc[nH]c1.c1cc[nH]c1.CC#N.CC#N.CC#N.CC#N
- HOMO-LUMO gap (eV) = 8.021
- energy above the lowest of the compared OMol25 structures with the same formula, charge and spin (eV) = 1.520
- total charge = 0

These are the Löwdin partial charges, in e, on atoms 1 to 6: number 1, N, carries 0.01; number 2, N, carries 0.02; number 3, N, carries -0.01; number 4, N, carries 0.13; number 5, N, carries 0.14; number 6, N, carries 0.13

---

# 3
Below is a cluster of 2 separate species, C2Cl6FP in total in a non-equilibrium geometry, with properties calculated with ωB97M-V/def2-TZVPD.

Positions of all 10 atoms, in Å:
Cl -1.202 -1.750 -0.120
Cl -1.034 0.497 -1.967
Cl -3.408 -0.030 -0.448
Cl 2.028 -1.721 0.426
Cl 2.920 0.890 1.299
Cl 2.276 0.570 -1.459
P -0.749 1.112 0.539
F -1.062 0.587 2.016
C 1.896 -0.008 0.180
C -1.666 -0.148 -0.468

Summary:
- 2S+1 = 1
- HOMO-LUMO gap (alpha / beta) (eV) = 7.755 / 7.225
- energy above the lowest of the compared OMol25 structures with the same formula, charge and spin (eV) = 0.387
- total charge = 0

These are the Löwdin partial charges, in e, on atoms 1 to 6: number 1, Cl, carries 0.58; number 2, Cl, carries 0.52; number 3, Cl, carries 0.56; number 4, Cl, carries 0.52; number 5, Cl, carries 0.48; number 6, Cl, carries 0.45

---

# 4
Below is a structure of composition C31H57BeBr2CaCl3FMgN4O14PS2 in a non-equilibrium geometry, with properties calculated with ωB97M-V/def2-TZVPD.

Positions of all 118 atoms, in Å:
Br 2.531 2.483 -2.913
Br -0.679 -0.554 5.197
Ca 7.689 2.865 0.381
Cl -1.152 -3.958 4.052
Cl -0.652 -2.905 6.659
Cl -3.376 -3.619 5.870
S 5.030 -5.821 -2.616
S -1.642 3.176 -0.727
P 0.928 -0.179 2.014
Mg 5.066 -5.510 0.602
F 6.323 3.389 -3.442
O 5.752 -6.897 -3.245
O 3.625 -5.773 -3.000
O -0.244 3.406 -0.379
O 2.838 3.764 3.496
O 5.679 -4.510 -2.744
O -6.640 2.175 -0.398
O 2.570 -3.365 -1.490
O -1.817 1.820 -1.256
O -2.477 3.321 0.477
O 4.282 -3.502 3.934
O -9.458 5.164 1.532
O 5.039 -6.125 -1.087
O -0.075 0.845 1.698
O -2.071 4.150 -1.731
N 1.624 -4.855 2.013
N -6.810 3.950 2.180
N 2.226 -2.542 -6.025
N 1.985 -1.785 0.002
C 2.554 0.518 -0.219
C -0.407 -2.922 -3.834
C 3.903 1.238 -2.312
C 3.582 -2.254 -5.506
C 1.921 -0.494 0.468
C 0.311 -4.969 1.951
C -7.050 5.320 1.745
C -5.689 3.095 0.051
C 0.248 -3.190 -2.466
C 3.085 2.168 1.711
C 2.092 2.992 2.547
C 1.346 -2.907 0.693
C 4.082 -1.575 -3.076
C 2.631 -2.109 -1.137
C -8.399 5.827 2.213
C 3.243 0.200 -1.435
C -1.679 -4.018 5.741
C 2.827 3.126 4.764
C 2.567 1.968 0.246
C 3.483 -1.138 -4.449
C -10.211 4.281 2.338
C 5.165 1.986 -1.816
C 5.814 1.604 -0.528
C -0.552 -4.132 1.257
C 1.697 -3.613 -2.666
C -0.019 -3.058 0.582
C -5.669 3.297 1.581
C -7.951 2.678 -0.573
C 2.133 -3.796 1.386
C 3.305 -1.121 -1.857
C -1.873 -2.496 -3.593
Be -12.756 3.994 3.552
H 1.383 2.377 3.088
H -7.029 5.402 0.651
H 0.285 -1.340 2.466
H 4.716 -2.951 3.232
H 2.462 -0.784 -4.340
H 1.844 3.245 5.214
H -5.772 4.040 -0.498
H 1.732 -4.678 -2.810
H 3.264 1.181 2.134
H 4.032 2.706 1.707
H 5.099 -1.193 -3.024
H 3.966 -3.180 -5.086
H 6.826 2.009 -0.681
H -4.764 3.851 1.842
H -7.636 3.395 1.988
H -5.583 2.310 2.040
H 4.092 -0.316 -4.815
H -0.126 -5.790 2.492
H -8.535 2.565 0.347
H 3.509 -4.009 3.559
H 4.161 -2.655 -3.080
H -8.504 5.741 3.298
H 0.110 -2.054 -4.226
H -6.265 5.965 2.148
H 3.564 3.611 5.395
H 2.320 -2.980 -6.931
H -4.717 2.670 -0.217
H 0.125 -2.262 -1.907
H 3.094 2.067 4.692
H 4.194 -1.903 -6.333
H 1.712 -1.680 -6.151
H -0.321 -3.788 -4.477
H -9.647 3.373 2.589
H 5.930 0.541 -0.319
H 1.820 0.214 3.033
H -0.630 -2.373 0.020
H -11.091 3.988 1.765
H 5.345 2.181 0.305
H 3.204 -3.659 1.478
H -7.952 3.722 -0.893
H 1.566 2.371 0.145
H -10.535 4.772 3.261
H 3.241 2.533 -0.375
H -8.436 2.078 -1.341
H 4.200 0.735 -3.209
H -0.323 -3.995 -2.004
H -8.472 6.886 1.957
H -2.575 -3.040 -4.215
H 2.074 -3.179 -3.587
H -1.525 -5.013 6.141
H -2.135 -2.669 -2.550
H -1.611 -4.314 1.250
H 4.016 -2.969 4.721
H 5.926 1.839 -2.586
H 1.595 3.685 1.877
H 4.957 3.048 -1.841
H -2.010 -1.432 -3.749

Summary:
- 2S+1 = 1
- HOMO-LUMO gap (eV) = 1.219
- total charge = +2

These are the Löwdin partial charges, in e, on atoms 1 to 6: number 1, Br, carries 0.90; number 2, Br, carries -0.15; number 3, Ca, carries 1.77; number 4, Cl, carries 0.61; number 5, Cl, carries 0.40; number 6, Cl, carries 0.59